1.
Formula: C6H28O8
Source: OMol25
Level of theory: ωB97M-V with the def2-TZVPD basis set

XYZ file:
```
42
C6H28O8 ωB97M-V with the def2-TZVPD basis set
O 0.275 16.083 -1.699
H -0.201 16.698 -2.262
H 0.475 16.577 -0.893
O -2.516 21.586 1.027
H -1.608 21.724 1.309
H -3.031 22.157 1.605
O 0.793 17.355 0.825
H 0.947 18.268 1.094
H 1.584 16.881 1.098
O -1.978 18.240 1.650
H -1.290 17.805 1.134
H -2.478 18.768 1.017
O 0.454 19.990 2.540
H -0.465 19.742 2.711
H 0.452 20.309 1.633
C -4.574 20.725 -2.596
C -3.434 19.816 -2.191
O -2.305 19.953 -3.036
H -4.275 21.772 -2.519
H -5.442 20.551 -1.956
H -4.883 20.536 -3.625
H -3.734 18.774 -2.287
H -3.162 20.039 -1.153
H -2.091 20.884 -3.143
C -3.913 16.172 5.151
C -3.046 17.407 4.959
O -3.600 18.236 3.940
H -3.928 15.538 4.266
H -4.933 16.506 5.363
H -3.607 15.572 6.011
H -2.023 17.116 4.707
H -3.065 17.979 5.890
H -3.022 18.187 3.170
C -2.269 14.820 1.175
C -1.156 13.902 0.737
O -0.801 13.156 1.884
H -3.185 14.245 1.322
H -2.496 15.707 0.593
H -1.980 15.196 2.167
H -0.303 14.469 0.356
H -1.529 13.250 -0.063
H 0.047 12.732 1.728
```

- Frontier orbital gap: 9.58 eV
- LUMO energy: -0.12 eV
- HOMO energy: -9.7 eV
- SMILES string: CCO.CCO.CCO.O.O.O.O.O

---

2.
Formula: C6H28O8
Source: OMol25
Level of theory: ωB97M-V with the def2-TZVPD basis set

XYZ file:
```
42
C6H28O8 ωB97M-V with the def2-TZVPD basis set
O -0.449 1.155 -3.210
H -0.258 1.307 -2.260
H -0.742 2.007 -3.548
O 0.751 1.476 -0.759
H 1.603 1.896 -0.935
H 0.937 0.866 -0.021
O 4.351 3.439 -0.035
H 4.950 3.820 -0.684
H 3.939 2.689 -0.494
O 1.912 0.086 1.504
H 2.235 0.889 1.933
H 0.996 -0.044 1.844
O 3.494 1.168 -1.631
H 3.392 1.055 -2.583
H 3.249 0.310 -1.254
C 0.632 -2.030 -1.695
C 1.423 -3.266 -2.079
O 2.820 -3.019 -2.002
H -0.421 -2.307 -1.615
H 0.765 -1.170 -2.355
H 0.867 -1.590 -0.717
H 1.048 -3.559 -3.063
H 1.170 -4.048 -1.352
H 3.260 -3.731 -2.477
C -4.148 0.460 -1.205
C -3.034 0.443 -0.184
O -3.386 -0.386 0.933
H -4.436 -0.564 -1.435
H -3.850 1.009 -2.094
H -4.991 0.995 -0.758
H -2.869 1.446 0.237
H -2.106 0.092 -0.649
H -2.627 -0.389 1.523
C -1.730 0.722 3.958
C -0.802 -0.486 3.786
O -0.635 -0.709 2.381
H -1.315 1.617 3.496
H -1.914 0.914 5.016
H -2.710 0.511 3.526
H -1.259 -1.268 4.392
H 0.153 -0.203 4.234
H -0.262 -1.603 2.334
```

- Frontier orbital gap: 10.18 eV
- LUMO energy: 0.35 eV
- HOMO energy: -9.8 eV
- SMILES string: CCO.CCO.CCO.O.O.O.O.O

---

2 takes first place; second place is 20.0 kJ/mol up.

---

1.
Formula: CF3N3
Source: OMol25
Level of theory: ωB97M-V with the def2-TZVPD basis set

XYZ file:
```
7
CF3N3 ωB97M-V with the def2-TZVPD basis set
C -1.350 -0.397 -0.046
N -0.438 0.413 -0.742
N -1.131 0.709 0.562
N 1.026 0.090 0.204
F -1.617 -1.628 0.001
F 2.119 -0.634 -0.262
F 1.390 1.447 0.283
```

- Frontier orbital gap (alpha / beta): 10.01 / 10.01 eV
- LUMO energy (alpha / beta): -0.31 / -0.31 eV
- HOMO energy (alpha / beta): -10.3 / -10.3 eV
- SMILES string: FC1=NN1N(F)F

---

2.
Formula: CF3N3
Source: OMol25
Level of theory: ωB97M-V with the def2-TZVPD basis set

XYZ file:
```
7
CF3N3 ωB97M-V with the def2-TZVPD basis set
C -1.494 -0.024 1.148
N 0.974 -1.212 -1.374
N -1.005 0.132 0.130
N 1.041 -0.186 -1.067
F -1.747 -0.251 2.375
F 0.768 1.050 -1.552
F 1.463 0.492 0.340
```

- Frontier orbital gap: 11.96 eV
- LUMO energy: -0.26 eV
- HOMO energy: -12.2 eV

---

2 takes first place; second place is 170.1 kJ/mol up.

---

1.
Formula: C4H10N2OS
Source: OMol25
Level of theory: ωB97M-V with the def2-TZVPD basis set

XYZ file:
```
18
C4H10N2OS ωB97M-V with the def2-TZVPD basis set
C -0.265 -0.704 -0.159
N -1.510 -0.193 0.291
C -2.436 0.065 -0.886
O -2.052 -0.420 -2.030
C 0.968 0.008 0.648
C 1.419 1.288 -0.108
S 2.791 2.229 0.778
N 1.794 -1.042 1.110
H -0.073 -1.759 -0.064
H -0.291 -0.573 -1.345
H -1.997 -0.880 0.907
H -3.451 -0.258 -0.660
H -2.495 1.165 -0.969
H 0.444 0.414 1.504
H 0.596 1.996 0.001
H 1.955 1.189 -0.998
H 2.581 -0.817 1.610
H 2.022 -1.707 0.373
```

- Frontier orbital gap: 5.65 eV
- Total charge: -2
- LUMO energy: 6.13 eV
- HOMO energy: 0.5 eV
- SMILES string: N[C@@H](C[S-])CNC[O-]

---

2.
Formula: C4H10N2OS
Source: OMol25
Level of theory: ωB97M-V with the def2-TZVPD basis set

XYZ file:
```
18
C4H10N2OS ωB97M-V with the def2-TZVPD basis set
C 0.561 -0.093 0.885
N 0.367 -1.517 1.027
C 1.553 -2.336 1.435
O 1.634 -2.653 2.740
C -0.580 0.629 0.082
C -0.365 0.435 -1.409
S -1.407 1.533 -2.482
N -0.511 2.063 0.456
H 0.586 0.420 1.859
H 1.529 0.140 0.450
H -0.461 -1.708 1.557
H 1.499 -3.263 0.807
H 2.416 -1.742 1.047
H -1.479 0.190 0.521
H -0.490 -0.566 -1.793
H 0.699 0.664 -1.575
H -1.409 2.422 0.164
H 0.211 2.475 -0.121
```

- Frontier orbital gap: 5.67 eV
- Total charge: -2
- LUMO energy: 5.87 eV
- HOMO energy: 0.2 eV
- SMILES string: N[C@@H](C[S-])CNC[O-]

---

2 takes first place; second place is 134.4 kJ/mol up.

---

1.
Formula: C16H29AsF6NNaO6S3
Source: OMol25
Level of theory: ωB97M-V with the def2-TZVPD basis set

XYZ file:
```
63
C16H29AsF6NNaO6S3 ωB97M-V with the def2-TZVPD basis set
Na -0.586 0.792 1.182
As -4.063 1.342 2.123
F -5.614 1.992 1.674
F -3.816 0.669 0.514
F -2.498 0.663 2.557
F -4.211 2.085 3.682
F -4.813 -0.108 2.659
F -3.217 2.782 1.577
C 2.419 -2.622 -2.866
C 1.458 -1.829 -3.765
C 0.636 -0.926 -2.865
S 1.880 -0.305 -1.681
O 1.423 -0.295 -0.299
O 2.384 0.934 -2.210
C 3.075 -1.632 -1.927
H 3.116 -3.177 -3.500
H 1.979 -3.439 -2.285
H 0.976 -2.559 -4.414
H 2.023 -1.171 -4.434
H -0.119 -1.521 -2.346
H 0.182 -0.045 -3.306
H 3.335 -2.008 -0.938
H 3.983 -1.184 -2.331
C 2.661 -3.020 2.442
C 2.164 -4.069 1.464
C 0.853 -3.488 0.885
S 0.051 -2.772 2.358
O -0.868 -3.758 2.895
O -0.368 -1.431 2.020
C 1.535 -2.772 3.429
H 2.954 -2.053 2.014
H 3.614 -3.322 2.887
H 1.921 -4.987 1.999
H 2.870 -4.236 0.653
H 0.084 -4.156 0.501
H 1.105 -2.733 0.148
H 1.416 -3.628 4.094
H 1.480 -1.877 4.044
C -1.751 2.332 -3.865
C -2.759 1.513 -3.006
C -3.232 2.364 -1.853
S -1.761 3.243 -1.293
O -0.797 2.417 -0.551
O -2.084 4.561 -0.791
C -1.042 3.352 -2.980
H -2.290 2.824 -4.670
H -1.058 1.600 -4.278
H -2.303 0.605 -2.599
H -3.562 1.150 -3.646
H -3.673 1.849 -0.999
H -3.904 3.154 -2.195
H 0.040 3.275 -2.959
H -1.307 4.390 -3.196
N 1.783 2.557 2.310
C 1.724 1.230 2.655
C 0.633 1.085 3.517
C -0.013 2.366 3.554
C 0.741 3.258 2.856
H 2.675 2.955 2.072
H 2.545 0.644 2.275
H 0.278 0.300 4.163
H -0.906 2.522 4.138
H 0.618 4.316 2.708
```

- Frontier orbital gap: 8.43 eV
- LUMO energy: -0.26 eV
- HOMO energy: -8.7 eV

---

2.
Formula: C16H29AsF6NNaO6S3
Source: OMol25
Level of theory: ωB97M-V with the def2-TZVPD basis set

XYZ file:
```
63
C16H29AsF6NNaO6S3 ωB97M-V with the def2-TZVPD basis set
Na 0.812 17.343 14.779
As 1.773 15.317 17.559
F 1.578 17.033 17.243
F 1.665 15.082 15.831
F 1.920 13.615 17.785
F 1.901 15.621 19.237
F 0.046 15.186 17.669
F 3.486 15.475 17.383
C 5.852 14.927 14.985
C 5.512 14.434 13.557
C 4.482 15.347 12.877
S 4.439 16.872 13.832
O 3.191 17.025 14.529
O 4.908 17.952 13.009
C 5.667 16.439 15.055
H 6.880 14.672 15.225
H 5.150 14.487 15.692
H 5.141 13.411 13.560
H 6.418 14.454 12.950
H 3.484 14.915 12.888
H 4.817 15.664 11.895
H 5.174 16.703 15.991
H 6.546 17.057 14.893
C 0.182 20.916 19.394
C -1.255 20.885 18.846
C -1.215 20.901 17.318
S 0.470 20.460 16.860
O 1.189 21.621 16.414
O 0.434 19.277 16.033
C 0.977 19.975 18.507
H 0.272 20.617 20.435
H 0.583 21.927 19.269
H -1.891 21.640 19.306
H -1.664 19.933 19.196
H -1.526 21.798 16.795
H -1.792 20.043 16.972
H 2.058 20.055 18.572
H 0.632 18.941 18.563
C 0.424 12.825 12.545
C 0.217 12.633 14.070
C -1.250 12.972 14.360
S -1.491 14.439 13.384
O -0.618 15.440 13.922
O -2.874 14.704 13.079
C -0.677 13.697 11.971
H 0.441 11.836 12.086
H 1.405 13.264 12.367
H 0.826 13.280 14.700
H 0.343 11.601 14.391
H -1.574 13.195 15.374
H -1.930 12.256 13.891
H -0.399 14.426 11.211
H -1.496 13.159 11.485
N -1.085 19.162 12.706
C 0.172 19.633 12.975
C 1.055 18.802 12.335
C 0.320 17.681 11.850
C -1.004 17.947 12.072
H -1.949 19.633 12.907
H 0.364 20.527 13.541
H 2.125 18.913 12.252
H 0.764 16.915 11.237
H -1.880 17.359 11.855
```

- Frontier orbital gap: 8.74 eV
- LUMO energy: 0.10 eV
- HOMO energy: -8.6 eV

---

2 takes first place; second place is 78.8 kJ/mol up.

---

1.
Formula: C2HCl2NOS2
Source: OMol25
Level of theory: ωB97M-V with the def2-TZVPD basis set

XYZ file:
```
9
C2HCl2NOS2 ωB97M-V with the def2-TZVPD basis set
C 1.230 -1.732 -0.458
C -1.152 1.407 0.576
N 0.955 -2.474 0.404
O 1.447 -1.131 -1.445
S 0.104 1.837 -0.400
S -0.404 2.721 -2.036
Cl -2.799 1.829 0.216
Cl -0.921 0.570 2.011
H 1.540 -3.028 1.132
```

- Frontier orbital gap (alpha / beta): 7.53 / 7.54 eV
- LUMO energy (alpha / beta): -1.08 / -1.08 eV
- HOMO energy (alpha / beta): -8.6 / -8.6 eV

---

2.
Formula: C2HCl2NOS2
Source: OMol25
Level of theory: ωB97M-V with the def2-TZVPD basis set

XYZ file:
```
9
C2HCl2NOS2 ωB97M-V with the def2-TZVPD basis set
C 1.692 0.917 0.253
C -1.179 0.046 -0.526
N 1.136 0.256 1.044
O 2.282 1.395 -0.642
S -0.558 -1.274 -1.418
S -0.933 -2.953 -0.539
Cl -2.050 -0.321 0.909
Cl -1.274 1.644 -1.186
H 0.884 0.289 2.106
```

- Frontier orbital gap (alpha / beta): 7.23 / 7.18 eV
- LUMO energy (alpha / beta): -1.34 / -1.37 eV
- HOMO energy (alpha / beta): -8.6 / -8.6 eV

---

1 takes first place; second place is 14.5 kJ/mol up.

---

1.
Formula: C7H5F2NO
Source: OMol25
Level of theory: ωB97M-V with the def2-TZVPD basis set

XYZ file:
```
16
C7H5F2NO ωB97M-V with the def2-TZVPD basis set
C 2.266 -0.441 -0.154
C -1.615 0.861 0.501
C -0.522 1.796 0.390
C -1.457 -0.441 0.269
C 0.655 1.383 -0.076
C 0.931 -0.020 -0.538
C -0.113 -1.046 -0.039
N 3.317 -0.762 0.151
O -0.157 -2.058 -0.969
F 1.676 2.236 -0.245
F 0.339 -1.603 1.173
H -2.582 1.255 0.774
H -0.670 2.826 0.672
H -2.269 -1.145 0.367
H 0.893 -0.048 -1.638
H -0.691 -2.792 -0.638
```

- Frontier orbital gap: 9.57 eV
- LUMO energy: 0.12 eV
- HOMO energy: -9.5 eV
- SMILES string: N#C[C@@H]1C(F)=CC=C[C@]1(O)F

---

2.
Formula: C7H5F2NO
Source: OMol25
Level of theory: ωB97M-V with the def2-TZVPD basis set

XYZ file:
```
16
C7H5F2NO ωB97M-V with the def2-TZVPD basis set
C -1.868 1.091 -0.662
C 1.173 -1.412 0.180
C -0.099 -1.838 0.722
C 1.539 -0.147 0.054
C -1.165 -1.148 0.340
C -0.950 -0.005 -0.651
C 0.646 1.012 0.104
N -2.262 2.180 -0.645
O 0.816 2.036 -0.797
F -2.447 -1.271 0.833
F 0.178 1.439 1.304
H 2.021 -2.037 0.235
H 0.002 -2.618 1.547
H 2.527 0.033 -0.322
H -0.505 -0.272 -1.588
H 0.396 2.958 -0.654
```

- Frontier orbital gap: 8.26 eV
- LUMO energy: -0.38 eV
- HOMO energy: -8.6 eV

---

1 takes first place; second place is 231.3 kJ/mol up.